(1)
C30H30AsN8O4S2Y as an isolated structure. Source: OMol25; level of theory: ωB97M-V with the def2-TZVPD basis set.

Geometry as ORCA input:
```
! RIJCOSX wB97M-V def2-TZVPD def2/J DEFGRID3
* xyz 1 2
Y 1.27 0.35 -0.34
O 2.64 3.83 2.05
C 2.39 2.60 1.58
O 2.25 2.40 0.35
C 2.31 1.54 2.52
C 2.56 1.63 3.91
C 2.60 0.49 4.66
C 2.44 -0.77 4.02
C 2.16 -0.79 2.69
N 2.02 0.32 1.94
C 2.01 -2.01 1.85
O 2.10 -3.22 2.39
O 1.81 -1.91 0.65
H 2.68 4.43 1.29
H 2.73 2.60 4.35
H 2.80 0.54 5.72
H 2.55 -1.68 4.61
H 2.27 -3.17 3.34
S 2.72 -1.83 -2.92
C 3.95 -1.16 -1.84
C 5.23 -1.71 -1.91
C 6.23 -1.19 -1.12
C 5.94 -0.13 -0.27
C 4.65 0.36 -0.25
N 3.66 -0.14 -1.02
H 5.42 -2.53 -2.59
H 7.23 -1.61 -1.16
H 6.69 0.31 0.37
H 4.37 1.18 0.39
N 2.39 1.77 -3.47
C 1.10 2.10 -3.32
N 0.46 2.56 -4.38
C -0.80 2.93 -4.17
N -1.52 3.34 -5.22
N -1.41 2.95 -2.96
C -0.69 2.46 -1.99
N 0.55 1.98 -2.08
C -1.30 2.48 -0.62
C -2.47 3.19 -0.38
C -2.96 3.23 0.91
C -2.27 2.57 1.92
C -1.13 1.87 1.58
N -0.65 1.82 0.34
H 2.76 1.75 -4.40
H 2.91 1.35 -2.72
H -1.11 3.33 -6.13
H -2.47 3.62 -5.09
H -2.96 3.68 -1.20
H -3.87 3.77 1.13
H -2.62 2.59 2.94
H -0.56 1.33 2.33
C -1.69 -1.68 2.18
As -1.22 -1.39 0.30
C -1.19 -3.25 -0.26
C -2.94 -0.74 -0.41
C -4.09 -1.67 -0.21
C -4.88 -1.59 0.93
C -5.93 -2.48 1.13
C -6.20 -3.46 0.19
C -5.42 -3.54 -0.95
C -4.37 -2.66 -1.15
H -2.56 -2.33 2.25
H -1.91 -0.74 2.68
H -0.85 -2.16 2.69
H -2.10 -3.76 0.06
H -0.31 -3.72 0.18
H -1.10 -3.30 -1.34
H -2.75 -0.54 -1.47
H -3.12 0.23 0.08
H -4.69 -0.82 1.67
H -6.54 -2.40 2.02
H -7.01 -4.15 0.35
H -5.63 -4.30 -1.70
H -3.77 -2.72 -2.05
S -0.12 -1.22 -3.10
C 1.32 -1.02 -2.35
*
```

Values from the calculation:
- <S²> = 0.761
- highest occupied orbital energy (alpha / beta) (eV) = -8.792 / -9.581
- orbital gap (alpha / beta) (eV) = 5.946 / 6.689


(2)
C39H31N3O2Sn as an isolated structure at a distorted geometry. Source: OMol25; level of theory: ωB97M-V with the def2-TZVPD basis set.

Geometry as ORCA input:
```
! RIJCOSX wB97M-V def2-TZVPD def2/J DEFGRID3
* xyz 2 1
Sn 0.18 0.04 -0.43
O 1.62 -1.36 -0.23
C 2.84 -0.98 0.40
C 2.56 0.09 1.47
C 1.41 -0.26 2.35
C 1.57 -0.69 3.66
C 0.45 -1.04 4.39
C -0.81 -0.96 3.79
C -0.91 -0.52 2.49
C -2.25 -0.42 1.80
C -2.32 -1.34 0.58
O -1.57 -0.78 -0.47
C -1.92 -2.80 0.85
C -1.10 -3.49 -0.06
C -0.69 -4.78 0.23
C -1.13 -5.41 1.40
C -1.97 -4.75 2.29
C -2.38 -3.46 2.02
C -3.68 -1.73 0.08
C -3.80 -2.13 -1.29
C -5.01 -2.44 -1.83
C -6.15 -2.41 -1.02
C -6.06 -2.07 0.35
C -4.85 -1.76 0.90
N 0.18 -0.16 1.79
C 3.83 -0.44 -0.63
C 3.72 -0.86 -1.95
C 4.62 -0.40 -2.91
C 5.62 0.49 -2.56
C 5.74 0.90 -1.24
C 4.85 0.44 -0.28
C 3.31 -2.30 1.04
C 2.39 -3.15 1.67
C 2.81 -4.32 2.29
C 4.15 -4.66 2.28
C 5.07 -3.83 1.65
C 4.65 -2.67 1.02
H 2.35 1.03 0.94
H 3.45 0.27 2.07
H 2.56 -0.75 4.07
H 0.55 -1.38 5.41
H -1.70 -1.22 4.34
H -2.44 0.59 1.43
H -3.02 -0.64 2.54
H -0.77 -3.00 -0.96
H -0.03 -5.30 -0.45
H -0.82 -6.42 1.61
H -2.31 -5.25 3.19
H -3.04 -2.95 2.71
H -2.90 -2.14 -1.90
H -5.10 -2.72 -2.87
H -7.12 -2.67 -1.44
H -6.96 -2.05 0.95
H -4.80 -1.51 1.95
H 2.95 -1.56 -2.23
H 4.53 -0.73 -3.93
H 6.32 0.85 -3.30
H 6.53 1.58 -0.95
H 4.98 0.76 0.74
H 1.33 -2.90 1.66
H 2.09 -4.96 2.77
H 4.49 -5.57 2.76
H 6.12 -4.10 1.63
H 5.37 -2.04 0.51
N -0.23 7.63 0.69
C -0.21 6.49 0.57
C -0.19 5.06 0.43
C 0.09 4.25 1.52
C 0.11 2.88 1.35
N -0.13 2.31 0.16
C -0.40 3.09 -0.89
C -0.44 4.47 -0.81
H 0.29 4.68 2.50
H 0.31 2.23 2.18
H -0.58 2.60 -1.84
H -0.66 5.07 -1.68
*
```

Values from the calculation:
- highest occupied orbital energy (alpha / beta) (eV) = -13.485 / -13.377
- ΔE to the lowest compared entry with this formula, charge and spin (eV) = 1.020
- orbital gap (alpha / beta) (eV) = 6.060 / 4.140


(3)
A 3-piece molecular cluster, C3H10N2O overall at a distorted geometry. Source: OMol25; level of theory: ωB97M-V with the def2-TZVPD basis set.

Geometry as ORCA input:
```
! RIJCOSX wB97M-V def2-TZVPD def2/J DEFGRID3
* xyz 0 1
C -0.69 -1.51 0.66
N 0.45 -2.10 0.68
C 1.47 -1.56 1.73
H -1.27 -1.39 1.61
H -1.14 -1.27 -0.28
H 1.28 -1.88 2.70
H 2.44 -1.74 1.30
H 1.25 -0.49 1.55
C -2.03 1.52 0.61
O -2.63 1.33 -0.44
H -2.21 2.43 1.10
H -1.50 0.69 1.07
N 1.03 1.48 -3.04
H 1.52 1.15 -3.85
H 1.04 0.85 -2.19
H 1.00 2.47 -3.20
*
```

Values from the calculation:
- highest occupied orbital energy (eV) = -9.031
- ΔE to the lowest compared entry with this formula, charge and spin (eV) = 4.540
- orbital gap (eV) = 9.388
- structure (SMILES) = C=NC.C=O.N


(4)
One molecule with the formula C7H13N3O4 at a distorted geometry. Source: OMol25; level of theory: ωB97M-V with the def2-TZVPD basis set.

Geometry as ORCA input:
```
! RIJCOSX wB97M-V def2-TZVPD def2/J DEFGRID3
* xyz 0 1
N 1.67 0.29 2.34
C 0.46 -0.05 1.85
O -0.33 0.81 1.41
C -0.02 -1.48 2.00
C 0.39 -2.38 0.77
C -0.41 -2.21 -0.55
N 0.47 -2.57 -1.63
C -1.19 -0.97 -0.63
O -2.35 -0.94 -0.28
N -0.75 0.27 -1.23
C 0.46 0.93 -1.42
C 0.42 2.43 -1.10
O 1.16 3.21 -1.59
O -0.52 2.81 -0.07
H 2.37 -0.33 2.25
H 2.00 1.23 2.18
H -1.09 -1.45 2.09
H 0.48 -2.09 2.76
H 0.50 -3.46 0.87
H 1.30 -2.05 0.22
H -1.25 -2.90 -0.34
H 1.23 -1.89 -1.57
H -0.13 -2.43 -2.38
H -1.56 0.93 -1.12
H 0.77 0.80 -2.46
H 1.42 0.48 -0.89
H -0.17 2.40 0.71
*
```

Values from the calculation:
- highest occupied orbital energy (eV) = -9.367
- ΔE to the lowest compared entry with this formula, charge and spin (eV) = 3.190
- orbital gap (eV) = 9.589
- structure (SMILES) = NC(=O)CC[C@H](N)C(=O)NCC(=O)O


(5)
A 8-piece molecular cluster, C22H54N9O20P2 overall at a distorted geometry. Source: OMol25; level of theory: ωB97M-V with the def2-TZVPD basis set.

Geometry as ORCA input:
```
! RIJCOSX wB97M-V def2-TZVPD def2/J DEFGRID3
* xyz 1 1
C -0.76 -3.11 2.17
C -0.40 -1.73 2.74
C -1.05 -0.50 2.04
C -2.38 -0.20 2.80
C -1.42 -0.73 0.58
C -2.13 0.49 -0.04
N -2.59 0.29 -1.42
C -2.39 1.47 -2.26
C -2.11 -0.95 -2.02
C -2.40 -1.04 -3.52
C -3.91 -0.87 -3.80
O -4.44 -1.97 -4.55
C -5.52 -2.47 -3.83
C -5.13 -3.52 -2.81
O -6.60 -2.09 -4.01
C -0.57 -1.00 -1.77
C 0.10 -2.14 -2.56
P -0.59 -3.82 -2.31
O -1.24 -4.36 -3.49
O 0.67 -4.78 -1.98
O -1.50 -3.92 -1.02
N -0.25 -1.12 -0.31
P 1.35 -0.38 0.18
C 2.25 0.15 -1.32
O 2.24 -1.65 0.77
H -0.07 -3.46 1.39
H -1.81 -3.19 1.85
H -0.65 -3.83 2.98
H -0.77 -1.71 3.77
H 0.68 -1.59 2.84
H -0.45 0.39 2.22
H -3.12 -0.95 2.55
H -2.19 -0.15 3.87
H -2.72 0.80 2.52
H -2.14 -1.54 0.58
H -1.44 1.34 0.06
H -3.00 0.77 0.55
H -2.30 2.37 -1.65
H -3.28 1.63 -2.88
H -1.51 1.43 -2.90
H -2.64 -1.77 -1.54
H -2.14 -2.02 -3.92
H -1.80 -0.33 -4.09
H -4.45 -0.65 -2.87
H -4.01 0.03 -4.41
H -4.06 -3.43 -2.63
H -5.36 -4.50 -3.23
H -5.63 -3.32 -1.86
H -0.21 -0.07 -2.20
H 1.16 -2.20 -2.27
H 0.10 -1.94 -3.63
H 1.21 -4.74 -2.78
H -2.43 -4.08 -1.26
H -0.16 -2.14 -0.15
H 1.79 1.07 -1.67
H 3.28 0.40 -1.10
H 2.28 -0.55 -2.16
H 2.09 -2.45 0.24
C 7.22 0.61 -2.85
N 5.76 0.80 -2.65
O 5.02 -0.15 -2.86
O 5.39 1.89 -2.27
H 7.39 -0.41 -3.18
H 7.54 1.32 -3.60
H 7.71 0.79 -1.90
C 6.45 2.02 1.44
N 7.66 1.67 0.65
O 8.08 2.49 -0.14
O 8.16 0.57 0.84
H 6.13 3.01 1.17
H 5.69 1.28 1.21
H 6.73 1.97 2.49
C -9.20 -3.07 -2.68
N -10.00 -2.84 -1.44
O -9.48 -3.13 -0.38
O -11.11 -2.38 -1.58
H -8.24 -3.49 -2.41
H -9.76 -3.77 -3.30
H -9.08 -2.12 -3.18
C 5.62 4.13 5.55
N 5.52 3.43 4.24
O 4.95 2.35 4.21
O 6.01 3.99 3.27
H 5.15 3.51 6.30
H 6.68 4.26 5.76
H 5.12 5.08 5.45
C -5.40 -4.60 2.75
N -4.44 -3.61 2.18
O -4.71 -3.11 1.10
O -3.45 -3.36 2.83
H -6.23 -4.71 2.05
H -4.87 -5.54 2.87
H -5.75 -4.21 3.70
C 2.13 4.36 -2.83
N 0.82 3.79 -2.41
O 0.34 2.89 -3.08
O 0.31 4.26 -1.41
H 2.46 3.84 -3.73
H 1.98 5.41 -3.03
H 2.83 4.20 -2.02
C 6.47 8.65 7.21
N 5.87 7.47 6.54
O 6.58 6.80 5.80
O 4.70 7.24 6.77
H 7.51 8.72 6.91
H 5.91 9.52 6.90
H 6.38 8.50 8.28
*
```

Values from the calculation:
- highest occupied orbital energy (eV) = -11.261
- orbital gap (eV) = 8.867


(6)
C33H10F15GeIrN2O4S as an isolated structure. Source: OMol25; level of theory: ωB97M-V with the def2-TZVPD basis set.

Geometry as ORCA input:
```
! RIJCOSX wB97M-V def2-TZVPD def2/J DEFGRID3
* xyz 0 1
Ir -0.37 -0.47 0.47
O -3.42 3.14 0.01
C -2.54 2.15 0.13
O -2.84 1.00 0.35
C -1.13 2.62 -0.05
C -0.79 3.95 -0.23
C 0.55 4.28 -0.37
C 1.50 3.28 -0.33
C 1.08 1.97 -0.15
N -0.20 1.66 -0.02
C 2.08 0.83 -0.10
O 3.26 1.06 -0.26
O 1.58 -0.37 0.10
H -4.31 2.76 0.14
H -1.56 4.70 -0.24
H 0.84 5.31 -0.49
H 2.56 3.47 -0.43
F 0.47 -1.44 7.31
C 0.89 -2.37 6.43
C 0.88 -2.08 5.08
C 1.36 -3.05 4.23
F 1.43 -2.82 2.92
C 1.82 -4.27 4.69
F 2.28 -5.19 3.84
C 1.81 -4.54 6.05
F 2.24 -5.70 6.51
C 1.34 -3.57 6.93
F 1.34 -3.82 8.24
Ge 0.19 -0.32 4.55
S -0.09 0.50 2.51
C 1.36 1.07 5.29
C 0.93 2.39 5.27
F -0.30 2.68 4.83
C 1.72 3.44 5.70
F 1.27 4.69 5.66
C 3.00 3.17 6.16
F 3.78 4.17 6.57
C 3.47 1.87 6.19
F 4.69 1.61 6.63
C 2.64 0.85 5.76
F 3.15 -0.40 5.79
C -1.57 -0.21 5.45
C -2.62 -0.92 4.91
F -2.40 -1.69 3.82
C -3.90 -0.89 5.42
F -4.89 -1.59 4.85
C -4.15 -0.14 6.56
F -5.37 -0.10 7.08
C -3.11 0.57 7.15
F -3.35 1.28 8.25
C -1.85 0.52 6.60
F -0.89 1.20 7.23
C -0.38 -2.54 0.45
C -1.76 -2.37 -0.03
C -2.79 -2.21 0.92
C -4.04 -1.78 0.54
C -4.30 -1.47 -0.80
C -3.30 -1.64 -1.76
C -2.05 -2.08 -1.38
C -5.57 -0.92 -1.18
N -6.57 -0.44 -1.48
H 0.34 -2.82 -0.32
H -0.26 -3.12 1.35
H -2.58 -2.44 1.95
H -4.82 -1.65 1.28
H -3.51 -1.40 -2.79
H -1.28 -2.23 -2.13
*
```

Values from the calculation:
- highest occupied orbital energy (alpha / beta) (eV) = -8.385 / -8.385
- ΔE to the lowest compared entry with this formula, charge and spin (eV) = 1.177
- orbital gap (alpha / beta) (eV) = 6.794 / 6.793


(7)
One molecule with the formula C4H8O2. Source: OMol25; level of theory: ωB97M-V with the def2-TZVPD basis set.

Geometry as ORCA input:
```
! RIJCOSX wB97M-V def2-TZVPD def2/J DEFGRID3
* xyz 0 1
C -1.64 -0.21 -0.42
C -0.23 0.35 -0.35
O -0.33 1.53 0.43
C 0.72 -0.68 0.27
C 2.10 -0.12 0.47
O 3.12 -0.69 0.17
H -2.32 0.62 -0.64
H -1.72 -1.02 -1.16
H -1.89 -0.59 0.57
H 0.15 0.61 -1.35
H -1.22 1.85 0.25
H 0.78 -1.58 -0.35
H 0.33 -0.99 1.26
H 2.10 0.90 0.91
*
```

Values from the calculation:
- highest occupied orbital energy (eV) = -9.726
- ΔE to the lowest compared entry with this formula, charge and spin (eV) = 1.221
- orbital gap (eV) = 10.549
- structure (SMILES) = C[C@@H](O)CC=O


(8)
C12H36Ba2NO9 as an isolated structure at a distorted geometry. Source: OMol25; level of theory: ωB97M-V with the def2-TZVPD basis set.

Geometry as ORCA input:
```
! RIJCOSX wB97M-V def2-TZVPD def2/J DEFGRID3
* xyz 3 1
Ba 4.31 -1.61 -0.68
Ba -0.34 -0.47 -4.86
N 0.73 0.15 -1.18
O -0.18 0.11 -0.38
O 1.83 -0.37 -0.82
O 0.53 0.70 -2.30
C 1.60 -0.69 4.12
C 0.77 0.05 3.11
O 0.19 -0.82 2.14
H 2.40 -1.27 3.66
H 1.01 -1.30 4.80
H 2.14 0.04 4.73
H 1.36 0.84 2.65
H -0.04 0.49 3.71
H -0.13 -0.34 1.37
C -3.25 3.02 -3.02
C -2.31 2.90 -4.19
O -1.26 1.94 -3.92
H -3.62 2.07 -2.62
H -4.12 3.64 -3.27
H -2.85 3.51 -2.13
H -1.82 3.84 -4.45
H -2.87 2.57 -5.06
H -0.91 2.01 -3.02
C 4.31 3.23 0.03
C 4.59 2.04 -0.88
O 5.24 0.94 -0.18
H 5.15 3.71 0.52
H 3.65 2.87 0.83
H 3.79 3.98 -0.57
H 5.18 2.40 -1.73
H 3.71 1.65 -1.38
H 6.09 1.34 0.07
C -3.80 -2.10 -1.80
C -2.74 -1.07 -2.14
O -2.83 -0.66 -3.55
H -4.83 -1.76 -1.87
H -3.72 -2.25 -0.72
H -3.68 -3.07 -2.27
H -1.72 -1.44 -2.05
H -2.90 -0.18 -1.54
H -3.76 -0.49 -3.76
C -3.25 0.82 3.00
C -2.84 0.52 1.56
O -2.78 -0.89 1.35
H -2.56 0.49 3.78
H -4.22 0.36 3.18
H -3.34 1.89 3.17
H -1.88 1.02 1.38
H -3.60 0.87 0.87
H -1.88 -1.22 1.39
C 3.01 -4.53 2.02
C 1.95 -3.59 1.50
O 2.46 -2.27 1.24
H 3.27 -4.38 3.06
H 3.88 -4.56 1.36
H 2.61 -5.54 1.92
H 1.04 -3.51 2.11
H 1.52 -3.95 0.55
H 1.71 -1.65 1.17
*
```

Values from the calculation:
- highest occupied orbital energy (eV) = -16.106
- ΔE to the lowest compared entry with this formula, charge and spin (eV) = 0.000
- orbital gap (eV) = 6.515


(9)
An isolated ion of composition C5H7N2O2S2 and charge +1 at a distorted geometry. Source: OMol25; level of theory: ωB97M-V with the def2-TZVPD basis set.

Geometry as ORCA input:
```
! RIJCOSX wB97M-V def2-TZVPD def2/J DEFGRID3
* xyz 1 1
C 2.18 -1.39 0.42
O 2.15 0.02 0.11
C 0.96 0.55 0.15
N 0.75 1.86 -0.11
C -0.57 2.26 0.27
O -1.04 3.33 0.16
C -1.19 1.00 0.49
C -2.79 0.59 -0.24
S -2.96 -1.18 -0.39
S -0.83 0.06 2.04
N -0.23 -0.03 0.37
H 2.26 -1.58 1.59
H 2.96 -1.70 -0.22
H 1.27 -1.79 0.02
H 1.56 2.50 -0.04
H -2.77 1.15 -1.23
H -3.55 1.10 0.38
H -3.63 -1.67 0.75
*
```

Values from the calculation:
- highest occupied orbital energy (eV) = -13.083
- ΔE to the lowest compared entry with this formula, charge and spin (eV) = 0.517
- orbital gap (eV) = 7.532
- structure (SMILES) = COC1=[NH+]C(=O)[C@]2(CS)SN12